{
  "formula": "C11H32AgN6O7",
  "method": "ωB97M-V with the def2-TZVPD basis set",
  "symbols": ["Ag", "C", "C", "C", "O", "H", "H", "H", "H", "H", "H", "H", "C", "C", "C", "O", "H", "H", "H", "H", "H", "H", "H", "C", "C", "O", "O", "H", "H", "H", "H", "H", "H", "C", "O", "N", "N", "H", "H", "H", "H", "C", "O", "N", "N", "H", "H", "H", "H", "C", "O", "N", "N", "H", "H", "H", "H"],
  "coordinates": [[-0.305113, 0.328869, -0.499819], [-4.199770, -1.453967, -0.625729], [-3.270939, -0.812796, 0.374544], [-2.425795, -1.832597, 1.088281], [-2.478474, 0.223558, -0.095530], [-5.019355, -0.827427, -0.975074], [-4.630795, -2.370305, -0.217163], [-3.617864, -1.793353, -1.492342], [-3.995930, -0.405934, 1.102194], [-3.114809, -2.514240, 1.608972], [-1.883535, -1.477568, 1.963738], [-1.890725, -2.482714, 0.410004], [2.716090, -2.092891, -0.207255], [2.321506, -1.162840, 0.902432], [3.090872, 0.154555, 0.738150], [0.953231, -0.929443, 0.995553], [3.730210, -2.507284, -0.155618], [2.608008, -1.647853, -1.201601], [2.150252, -3.030436, -0.162071], [2.700171, -1.609368, 1.838589], [4.149699, -0.149753, 0.684030], [3.124332, 0.764950, 1.643712], [2.925576, 0.770500, -0.145635], [0.875092, 1.543484, -3.366423], [-0.220378, 2.498814, -2.951580], [-1.327816, 1.775766, -2.413992], [1.216680, 0.767083, -2.234617], [1.691589, 2.094545, -3.842331], [0.461869, 0.876492, -4.134804], [-0.622903, 3.075590, -3.790592], [0.149182, 3.249139, -2.251508], [-2.037931, 1.744629, -3.055953], [2.097977, 0.405293, -2.368186], [-0.341896, -2.680062, -2.359386], [-0.434692, -1.492069, -2.037767], [0.017972, -3.028027, -3.619702], [-0.666765, -3.729899, -1.564277], [0.169828, -3.991048, -3.852950], [0.311773, -2.307760, -4.251358], [-0.765651, -3.589100, -0.577639], [-0.989708, -4.571675, -2.001017], [0.116686, 0.996008, 4.315480], [-0.205563, 1.481498, 5.408934], [-0.693710, 1.155749, 3.235338], [1.252429, 0.303247, 4.074187], [-0.381343, 0.746602, 2.376290], [-1.550767, 1.630509, 3.440473], [1.337201, -0.343684, 3.298555], [1.824714, 0.106551, 4.877053], [0.621364, 3.291775, 1.058142], [0.401374, 2.398348, 0.222542], [-0.338873, 4.184245, 1.471856], [1.696785, 3.227325, 1.858069], [-1.217694, 3.992489, 1.020013], [-0.025774, 4.993752, 1.968050], [2.281781, 2.421983, 1.701598], [1.660325, 3.630746, 2.775138]],
  "atomic_forces_ev_per_a": [[-0.5, -1.0, 0.8], [0.5, -0.9, -1.3], [-0.6, 0.6, 0.6], [-1.0, -1.2, 1.4], [0.1, 0.1, -0.1], [0.2, 0.2, 0.1], [-0.1, 0.1, 0.2], [-0.1, 0.2, -0.1], [0.5, 0.4, 0.4], [-0.3, -0.1, -0.3], [0.7, 0.4, -0.7], [0.5, 0.4, 0.0], [0.2, -1.5, -0.7], [-1.0, 1.6, 0.0], [2.0, -0.5, 0.5], [-0.2, -0.2, 0.2], [0.3, 0.6, 0.2], [-0.2, 0.0, 0.0], [-0.5, 0.3, -0.1], [0.0, -0.1, 0.2], [0.1, 0.2, -0.2], [-0.6, 0.0, 0.0], [-0.6, -0.1, 0.0], [-0.9, -0.1, -0.6], [-0.7, 0.4, -0.6], [0.4, 0.3, 0.5], [1.1, 0.6, -0.5], [0.3, 0.0, 0.4], [0.0, 0.0, 0.0], [0.5, -0.1, -0.3], [-0.1, -0.4, 0.4], [0.0, -0.1, 0.0], [-0.1, -0.2, 0.2], [-0.6, 1.5, 0.1], [0.3, -1.3, -0.3], [0.1, -0.4, -0.4], [0.2, -0.2, 0.0], [0.2, 0.0, -0.1], [-0.1, 0.0, 0.0], [-0.1, 0.1, 0.0], [0.1, -0.2, 0.3], [-1.4, 0.7, 0.8], [0.8, -0.4, -0.5], [0.7, -0.2, 0.5], [1.1, -0.4, 0.2], [-0.5, 0.0, -0.7], [-0.2, -0.1, -0.5], [-0.3, 0.2, -0.3], [-0.1, 0.0, 0.1], [-1.5, -2.0, 1.1], [0.3, 2.0, 0.0], [0.8, -0.9, -1.2], [1.1, 0.4, -0.3], [-0.2, 0.9, 0.2], [-0.7, 0.3, 0.0], [0.0, 0.1, 0.1], [0.1, -0.1, 0.1]],
  "de_lowest_kj_mol": 47.5,
  "molar_mass_da": 468.3,
  "max_force_ha_per_bohr": 0.0534,
  "spin_multiplicity": 2
}

{
  "formula": "C46H32MnN4S6Sb",
  "method": "ωB97M-V with the def2-TZVPD basis set",
  "symbols": ["Mn", "S", "C", "C", "C", "C", "C", "C", "N", "C", "C", "C", "C", "C", "C", "C", "C", "N", "C", "C", "C", "C", "C", "S", "C", "H", "H", "H", "H", "H", "H", "H", "H", "H", "H", "H", "H", "S", "C", "S", "C", "N", "N", "C", "C", "C", "C", "C", "C", "S", "H", "H", "H", "H", "H", "S", "Sb", "C", "C", "C", "C", "C", "C", "C", "C", "C", "C", "C", "C", "C", "C", "C", "C", "C", "C", "H", "H", "H", "H", "H", "H", "H", "H", "H", "H", "H", "H", "H", "H", "H"],
  "coordinates": [[-0.166413, 0.312286, 0.431442], [6.642423, -1.074987, -1.546213], [6.804055, -1.171922, -3.239975], [5.595931, -1.150224, -3.866716], [4.519129, -1.051877, -2.948691], [4.930755, -1.003189, -1.643716], [4.100628, -0.886250, -0.438055], [2.699003, -0.848513, -0.560546], [1.868594, -0.690624, 0.448409], [2.387068, -0.574906, 1.695365], [3.759657, -0.651197, 1.939771], [4.242848, -0.546592, 3.292521], [3.390631, -0.367182, 4.320636], [1.972510, -0.263032, 4.095255], [1.043627, -0.036019, 5.122310], [-0.302055, 0.076058, 4.844816], [-0.687304, -0.039355, 3.493315], [0.168641, -0.237133, 2.512222], [1.484244, -0.357189, 2.794473], [-1.303445, 0.330132, 5.885430], [-1.124755, 0.305485, 7.241508], [-2.305451, 0.617104, 7.960228], [-3.357397, 0.874158, 7.134196], [-2.925836, 0.741721, 5.492586], [4.612598, -0.800711, 0.837589], [7.783256, -1.240549, -3.683984], [5.476342, -1.207993, -4.937552], [3.485159, -1.023652, -3.260335], [2.248174, -0.974991, -1.534113], [5.309174, -0.610955, 3.464635], [3.760162, -0.287192, 5.334607], [1.404472, 0.062077, 6.138322], [-1.727417, 0.030389, 3.193087], [-0.187595, 0.060368, 7.719395], [-2.370023, 0.645084, 9.036901], [-4.367172, 1.135054, 7.404330], [5.682255, -0.844766, 1.008658], [-7.794195, -1.078774, -0.909624], [-6.462343, -0.330053, -0.293551], [-4.874708, -0.960593, -0.642075], [-4.153241, 0.298485, 0.288699], [-4.989450, 1.113755, 0.817938], [-6.289443, 0.767253, 0.500613], [-7.284017, 1.634523, 1.071508], [-6.867265, 2.588877, 2.000571], [-7.791976, 3.447192, 2.567684], [-9.135235, 3.371737, 2.224395], [-9.537699, 2.423766, 1.301552], [-8.625250, 1.552890, 0.718717], [-2.437398, 0.480920, 0.445489], [-5.826924, 2.654280, 2.274580], [-7.453768, 4.180840, 3.287710], [-9.854914, 4.042851, 2.672953], [-10.579363, 2.346849, 1.019343], [-8.961444, 0.823924, 0.003151], [0.712769, 2.499452, -0.155483], [-0.709140, 2.795355, -1.934195], [-1.217285, 0.897953, -2.630869], [-0.190571, -0.042350, -2.596503], [-0.446216, -1.364673, -2.933505], [-1.730499, -1.744697, -3.300938], [-2.745968, -0.801880, -3.358519], [-2.494365, 0.523866, -3.027144], [0.376015, 3.757145, -3.431136], [-0.125050, 4.887236, -4.066547], [0.641482, 5.521445, -5.035496], [1.894783, 5.026466, -5.361813], [2.393964, 3.898706, -4.722654], [1.638269, 3.262739, -3.750966], [-2.293383, 3.997749, -1.351708], [-3.604663, 3.535936, -1.288991], [-4.596164, 4.374065, -0.799255], [-4.274363, 5.656401, -0.380654], [-2.963791, 6.110119, -0.438834], [-1.962490, 5.280015, -0.919481], [0.812939, 0.267644, -2.330599], [0.351323, -2.097350, -2.909309], [-1.939760, -2.777444, -3.544899], [-3.743167, -1.097833, -3.655560], [-3.301087, 1.241292, -3.075015], [-1.104966, 5.276279, -3.816136], [0.258990, 6.402853, -5.532106], [2.489819, 5.525188, -6.115001], [3.376022, 3.520924, -4.973840], [2.045768, 2.402573, -3.231785], [-3.861376, 2.529534, -1.586431], [-5.616266, 4.019323, -0.736253], [-5.050146, 6.305192, 0.003601], [-2.717971, 7.107787, -0.100993], [-0.937198, 5.631551, -0.943099]],
  "atomic_forces_ev_per_a": [[0.5, -0.4, 0.0], [0.1, 0.0, 0.0], [0.0, 0.0, 0.0], [0.0, 0.0, 0.1], [0.0, 0.0, -0.1], [-0.1, 0.0, 0.1], [-0.1, -0.1, -0.1], [0.0, -0.1, 0.0], [0.0, 0.2, 0.0], [-0.1, 0.0, 0.0], [0.1, 0.0, 0.1], [0.0, 0.0, -0.1], [-0.1, 0.0, 0.0], [0.1, 0.0, 0.1], [0.1, 0.0, 0.0], [-0.1, 0.0, 0.0], [0.0, -0.1, 0.0], [0.0, 0.2, 0.1], [0.0, -0.1, -0.2], [0.1, 0.0, -0.1], [0.0, 0.0, 0.1], [0.0, 0.0, -0.1], [0.0, 0.0, 0.0], [-0.1, 0.0, -0.1], [0.1, 0.0, 0.1], [0.0, 0.0, 0.0], [0.0, 0.0, 0.0], [0.0, 0.0, 0.0], [0.0, 0.1, 0.0], [0.0, 0.0, 0.0], [0.0, 0.0, 0.0], [0.0, 0.0, 0.0], [0.0, 0.1, 0.0], [0.0, 0.0, 0.0], [0.0, 0.0, 0.0], [0.0, 0.0, 0.0], [0.0, 0.0, 0.0], [0.0, 0.0, 0.0], [0.0, 0.0, 0.1], [0.0, -0.2, -0.1], [0.4, -0.1, -0.1], [0.0, -0.1, -0.1], [0.0, 0.1, 0.1], [0.0, -0.1, 0.0], [0.0, 0.0, 0.0], [0.0, 0.0, 0.0], [0.0, 0.0, 0.0], [0.0, 0.0, 0.0], [0.0, 0.1, 0.0], [-0.6, 0.4, 0.3], [0.0, 0.0, 0.0], [0.0, 0.0, 0.0], [0.0, 0.0, 0.0], [0.0, 0.0, 0.0], [0.0, 0.0, 0.0], [0.3, -0.1, 0.0], [0.0, 0.1, 0.2], [-0.1, -0.2, -0.2], [-0.1, -0.1, -0.1], [0.0, 0.0, 0.0], [0.1, 0.0, 0.0], [0.0, 0.1, 0.0], [0.1, -0.1, -0.1], [0.1, 0.1, 0.0], [0.0, 0.0, -0.1], [0.0, 0.0, 0.0], [0.0, 0.0, 0.0], [0.0, 0.0, 0.0], [0.0, 0.1, 0.0], [-0.2, 0.0, 0.0], [0.0, 0.1, 0.1], [0.0, 0.0, 0.0], [0.0, 0.0, 0.0], [0.0, 0.0, 0.0], [-0.1, 0.0, 0.0], [0.1, 0.0, 0.0], [0.0, 0.0, 0.0], [0.0, 0.0, 0.0], [0.0, 0.0, 0.0], [0.0, 0.0, 0.0], [0.0, 0.0, 0.0], [0.0, 0.0, 0.0], [0.0, 0.0, 0.0], [0.0, 0.0, 0.0], [0.0, 0.0, 0.0], [0.0, 0.0, 0.0], [0.0, 0.0, 0.0], [0.0, 0.0, 0.0], [0.0, 0.0, 0.0], [0.0, 0.0, 0.0]],
  "total_energy_ha": -5771.382211,
  "molar_mass_da": 1009.9,
  "max_force_ha_per_bohr": 0.0161,
  "spin_multiplicity": 6,
  "total_charge": 1
}